Molecular formula: C30H42N4O4
Method: DFT, the ωB97M-V functional and the def2-TZVPD basis

```
80
Properties=species:S:1:pos:R:3:forces:R:3
C 3.07486 2.87521 -5.76836 -0.09 -0.22 0.27
C 2.81503 1.70587 -4.81103 0.04 0.03 -0.16
N 1.78510 1.91756 -3.81020 -0.14 0.12 -0.01
C 0.46282 2.24992 -4.32042 -0.09 -0.08 -0.08
C -0.07550 1.19052 -5.27554 0.09 0.27 0.17
C 2.21791 2.75376 -2.70399 0.27 -0.22 0.27
C 2.78346 1.90244 -1.55424 0.03 0.49 -0.12
N 1.74533 1.15345 -0.88854 0.12 -0.16 -0.39
C 1.10147 1.61369 0.21255 -0.36 -0.15 0.33
O 1.41478 2.59405 0.85131 0.03 0.31 0.13
C -0.04170 0.65315 0.50342 -0.08 0.19 -0.10
C -1.40935 1.27162 0.78384 0.16 -0.05 -0.09
C -2.06923 0.71642 2.03852 0.35 0.30 -0.31
O -1.66325 -0.27367 2.60581 -0.02 -0.14 0.18
N -3.16404 1.43510 2.39737 -0.35 0.35 -0.07
C -4.06341 1.21703 3.45183 -0.18 -0.06 0.22
C -5.10438 2.12661 3.60506 0.07 -0.09 0.02
C -6.03471 1.97297 4.62191 0.05 -0.08 -0.03
C -7.13866 2.97249 4.79382 0.06 0.04 0.03
C -5.91001 0.89440 5.48519 0.05 0.01 -0.06
C -4.87644 -0.02324 5.34448 -0.08 0.17 -0.07
C -4.76536 -1.17842 6.29258 0.00 0.01 0.00
C -3.95277 0.14083 4.32372 0.12 -0.13 0.01
C -2.16945 0.82148 -0.52185 -0.39 -0.03 0.36
C -2.34248 -0.68173 -0.42577 0.05 0.00 -0.32
C -1.14651 -1.19531 -0.68542 -0.12 0.18 -0.25
C -0.25898 0.00338 -0.89661 0.28 -0.29 0.40
O -1.15438 0.94564 -1.49276 0.40 0.30 -0.24
C 1.11698 0.01745 -1.53826 -0.38 -0.26 -0.18
C 1.83367 -1.32189 -1.29113 -0.01 0.70 0.07
O 1.63573 -2.27375 -2.01592 -0.21 -0.36 -0.33
N 2.63929 -1.32078 -0.21644 0.24 0.13 0.42
C 3.37862 -2.48017 0.26844 -0.19 -0.28 -0.37
C 4.38308 -2.96993 -0.77705 0.19 0.05 0.25
C 5.16824 -4.16037 -0.23582 -0.15 -0.08 -0.22
C 4.22097 -5.29002 0.15575 0.18 0.06 0.28
C 3.21414 -4.80328 1.19320 -0.14 -0.08 -0.23
C 2.42601 -3.61483 0.65231 0.17 0.03 0.28
H 3.92193 2.64005 -6.40749 0.08 0.02 -0.10
H 2.21012 3.06049 -6.40012 -0.08 0.06 -0.10
H 3.30231 3.78660 -5.21918 0.03 0.12 -0.01
H 3.73867 1.47151 -4.27494 -0.01 -0.10 -0.06
H 2.54311 0.82064 -5.39049 0.14 -0.03 0.02
H -0.20443 2.29194 -3.45496 0.04 0.10 -0.06
H 0.44237 3.23593 -4.81496 -0.05 -0.01 0.07
H 0.01496 0.20271 -4.83093 0.00 -0.15 0.02
H 0.45108 1.19802 -6.22634 0.04 -0.05 -0.13
H -1.12756 1.38523 -5.46786 -0.09 -0.01 -0.07
H 1.36866 3.31774 -2.31270 0.04 0.04 -0.02
H 2.98645 3.47755 -3.00695 -0.06 0.06 -0.01
H 3.53304 1.20271 -1.93249 0.06 0.05 0.02
H 3.23376 2.55901 -0.80562 0.06 -0.11 -0.06
H 0.22991 -0.06229 1.28327 0.04 0.05 -0.08
H -1.34776 2.36174 0.81949 -0.01 -0.04 0.03
H -3.37267 2.25437 1.84295 0.16 -0.16 0.04
H -5.18942 2.96348 2.92457 -0.02 0.11 -0.10
H -7.98213 2.53199 5.31952 -0.08 0.02 0.02
H -6.78279 3.82255 5.37693 -0.05 0.08 0.03
H -7.47875 3.34577 3.83027 -0.07 0.05 -0.03
H -6.62915 0.76451 6.28135 -0.12 -0.01 0.10
H -5.67990 -1.76978 6.27969 -0.02 -0.08 0.03
H -3.93010 -1.81959 6.02541 0.04 -0.08 0.03
H -4.61703 -0.81851 7.31005 0.02 -0.04 0.08
H -3.14571 -0.56103 4.20089 0.03 -0.04 0.00
H -3.04507 1.41162 -0.78017 0.02 0.00 -0.01
H -3.25599 -1.17045 -0.15330 -0.17 -0.23 0.14
H -0.80908 -2.21103 -0.69051 0.04 -0.33 0.09
H 1.05570 0.19213 -2.61652 0.04 -0.19 0.21
H 2.72251 -0.46038 0.30192 -0.02 -0.03 -0.14
H 3.92167 -2.15039 1.16123 -0.04 -0.01 -0.06
H 3.83503 -3.26222 -1.67293 0.00 0.04 -0.04
H 5.06259 -2.15610 -1.04093 -0.03 0.04 -0.04
H 5.87234 -4.50903 -0.99347 0.08 0.03 0.04
H 5.74493 -3.84976 0.63933 0.09 -0.01 0.04
H 3.68580 -5.63405 -0.73126 -0.02 -0.08 -0.06
H 4.79026 -6.13181 0.55495 -0.02 -0.06 -0.06
H 2.52669 -5.60985 1.45376 0.01 0.00 0.10
H 3.74278 -4.50741 2.10297 0.02 -0.04 0.10
H 1.86982 -3.91438 -0.23628 -0.05 0.02 -0.01
H 1.71413 -3.25786 1.40006 -0.05 0.04 -0.02
```
Forces are in eV/Å.

Output
- Energy: -1688.4001 a.u.
- SMILES: CCN(CC)CCN1C(=O)[C@H]2[C@H](C(=O)Nc3cc(C)cc(C)c3)[C@@H]3C=C[C@]2(O3)[C@@H]1C(=O)NC1CCCCC1
- Orbital gap: 8.83 eV
- Energy above the lowest of the compared OMol25 structures with the same formula, charge and spin: 0.000 eV

Mulliken population analysis, charges in e, atoms 1 to 6: number 1, C, carries -1.249; number 2, C, carries -0.922; number 3, N, carries 0.712; number 4, C, carries -0.550; number 5, C, carries -1.468; number 6, C, carries -1.131



Molecular formula: C30H42N4OP2Pd
Method: DFT, the ωB97M-V functional and the def2-TZVPD basis

```
80
Properties=species:S:1:pos:R:3:forces:R:3
Pd -0.14134 -3.03738 -2.37083 -0.60 -0.23 -0.59
C -0.80999 1.61399 -0.65657 0.07 3.08 1.46
C -1.26686 0.67890 -1.63315 -0.15 -1.82 0.03
C -1.07653 0.88879 -3.05427 -0.18 -0.15 -1.24
C 0.29007 0.47143 -3.71111 -0.32 0.16 -0.68
C 1.52657 0.57835 -2.86804 0.41 -0.04 0.27
C 1.79651 1.57259 -2.01145 -0.12 -0.65 -0.14
C 1.03435 2.85531 -2.02752 0.45 0.71 -0.29
C -0.21869 2.97749 -1.16687 0.02 -0.90 0.45
C 0.80003 -2.25205 -0.85545 0.61 0.00 0.31
H -1.73232 2.04003 -0.19325 0.47 -0.59 0.20
H -1.72284 -0.26118 -1.26894 0.37 0.57 -0.29
H -1.23090 1.95450 -3.29767 -0.08 -0.24 0.12
H -1.86604 0.29434 -3.54341 0.16 0.24 -0.25
H 0.17846 -0.55270 -4.12329 0.22 0.35 0.41
H 0.40536 1.13064 -4.59344 -0.04 -0.10 -0.09
H 2.21880 -0.25211 -2.99950 -0.12 -0.07 0.53
H 2.57136 1.47445 -1.24176 -0.01 -0.02 -0.64
H 0.77356 3.09468 -3.07079 0.17 -0.06 0.16
H 1.73812 3.63183 -1.69074 -0.19 -0.10 -0.32
H 0.04557 3.58201 -0.28699 -0.41 -0.36 -0.11
H -0.98992 3.52429 -1.72520 0.07 -0.12 0.22
H 0.15977 -2.13676 0.03568 0.32 -0.04 -0.42
H 1.25425 -1.30032 -1.18470 -0.20 -0.42 0.44
H 1.55136 -3.06188 -0.72477 -0.17 0.58 0.28
P 1.43264 -1.02539 -7.34005 1.53 -0.96 -2.90
P -2.00825 -0.65829 -7.15033 -1.66 1.09 -2.06
N 2.83409 0.05128 -7.61205 0.72 0.80 0.97
N 2.10861 -2.27693 -8.43698 -0.78 -0.27 1.10
N -2.21713 1.10778 -7.28281 0.72 0.71 1.35
N -3.60483 -1.00203 -7.87564 0.11 -0.86 0.30
C 0.39515 -0.20794 -8.64827 -0.39 0.27 0.10
C -1.02370 -0.79821 -8.72989 0.17 -0.24 0.22
C 3.73921 0.40130 -6.60429 -1.87 -0.68 -1.12
C 4.75564 1.17134 -7.15730 0.62 0.78 -2.56
C 4.49095 1.27894 -8.55839 1.24 0.23 2.04
C 3.30896 0.59425 -8.80750 -0.83 -0.62 1.11
C 2.30418 -3.59413 -8.00320 0.19 -0.11 -1.15
C 2.74431 -4.35695 -9.08030 -0.24 0.94 0.49
C 2.85161 -3.48215 -10.21050 -0.40 0.69 1.04
C 2.44513 -2.22236 -9.79046 0.15 -0.66 -0.07
C -2.07950 1.93465 -6.15638 -0.23 -0.89 -1.36
C -2.03720 3.26552 -6.57040 -0.15 0.31 -1.63
C -2.18366 3.26653 -7.99436 0.25 0.18 1.79
C -2.25659 1.93923 -8.39952 -0.16 -0.42 0.74
C -4.38148 -0.31216 -8.81197 0.29 -0.68 0.40
C -5.48076 -1.08941 -9.15223 0.35 -0.69 0.89
C -5.38537 -2.31071 -8.41019 0.36 0.71 -0.28
C -4.22544 -2.24370 -7.65226 -0.17 0.88 -0.41
H 0.83388 -0.29565 -9.65545 -0.07 -0.04 0.57
H 0.37329 0.86739 -8.41064 -0.16 -0.16 0.03
H -1.55798 -0.33170 -9.57265 0.07 -0.37 0.36
H -0.97421 -1.87905 -8.93232 0.02 0.19 -0.09
H 3.54418 0.10114 -5.58375 0.12 0.00 0.02
H 5.59284 1.60773 -6.63587 -0.04 -0.06 0.05
H 5.08850 1.77703 -9.30961 -0.04 0.02 0.18
H 2.74771 0.50503 -9.72521 0.20 0.09 0.15
H 2.09524 -3.85260 -6.97705 0.05 -0.10 -0.04
H 2.95898 -5.41436 -9.06765 0.03 0.10 0.07
H 3.19062 -3.72836 -11.20569 -0.07 -0.02 0.09
H 2.34125 -1.31634 -10.36556 0.04 -0.28 -0.05
H -2.05753 1.50539 -5.16574 0.07 0.04 -0.04
H -1.89925 4.12545 -5.92733 -0.17 -0.13 -0.10
H -2.24056 4.12624 -8.63976 0.05 0.03 -0.03
H -2.33514 1.53278 -9.39153 0.07 0.13 -0.05
H -4.10555 0.65998 -9.16512 -0.04 0.05 -0.13
H -6.26159 -0.80921 -9.84432 0.08 0.00 0.10
H -6.08811 -3.13169 -8.42809 0.14 0.08 -0.02
H -3.76456 -2.95469 -6.98025 -0.18 0.02 -0.02
C 0.35695 0.56364 2.63882 0.26 -0.13 0.09
C -0.59424 0.46046 1.46118 0.73 -0.37 0.27
C -1.91690 1.09178 1.81554 -0.28 -0.10 0.08
O 0.07626 1.08200 0.34008 -0.87 0.39 -0.19
H 0.60705 1.60667 2.85205 -0.05 -0.06 -0.11
H 1.27938 0.01044 2.46450 0.06 0.09 -0.12
H -0.09846 0.14238 3.53440 -0.07 -0.04 -0.01
H -0.71804 -0.60555 1.19729 -0.20 0.29 0.20
H -1.82464 2.18044 1.85228 -0.10 -0.06 -0.04
H -2.67692 0.78016 1.10372 -0.30 0.26 0.02
H -2.24792 0.76999 2.80343 0.11 -0.13 -0.05
```
Forces are in eV/Å.

Output
- Spin multiplicity: 5
- Charge: +2
- Energy: -2272.2894 a.u.
- Expectation value of S²: 6.03
- Orbital gap (spin up / spin down): 5.78 / 2.91 eV

Mulliken population analysis, charges in e, atoms 1 to 6: number 1, Pd, carries 0.035; number 2, C, carries 0.432; number 3, C, carries -1.238; number 4, C, carries -0.276; number 5, C, carries 0.687; number 6, C, carries -1.131



Molecular formula: C30H42N5O3PS2Tc
Method: DFT, the ωB97M-V functional and the def2-TZVPD basis

```
84
Properties=species:S:1:pos:R:3:forces:R:3
Tc -0.07060 -0.20777 0.02313 0.44 -0.35 0.29
N -2.75263 -0.39337 -3.17505 0.05 0.01 -0.40
C -2.24776 0.35334 -4.28912 -0.18 -0.21 0.31
C -3.11181 0.77499 -5.27990 -0.10 0.06 -0.07
C -2.62170 1.52889 -6.33876 -0.02 -0.01 0.01
C -1.28165 1.87857 -6.38500 0.01 0.00 0.00
C -0.42232 1.46885 -5.37361 0.01 0.06 -0.05
C -0.90649 0.68884 -4.33695 0.18 0.08 -0.09
S 0.21772 0.04073 -3.13988 -0.10 -0.15 0.03
N -0.85943 -0.19413 -1.81995 0.18 0.28 -0.07
C -2.12659 -0.44605 -1.99166 -0.35 -0.07 0.38
C -2.84876 -0.76126 -0.73714 0.27 0.13 -0.38
C -4.16272 -1.16231 -0.65214 -0.28 -0.11 0.07
C -4.70371 -1.44840 0.59607 -0.08 -0.02 -0.21
C -3.90835 -1.32727 1.72126 0.11 0.00 0.17
C -2.59742 -0.92002 1.56916 -0.03 0.00 -0.19
N -2.07149 -0.63222 0.36453 -0.03 0.09 0.34
H -3.73691 -0.60319 -3.19863 -0.01 0.02 -0.02
H -4.16473 0.51815 -5.23200 0.04 0.01 0.00
H -3.29544 1.84863 -7.12185 0.01 -0.01 0.01
H -0.90003 2.47039 -7.20580 -0.01 -0.01 0.02
H 0.62667 1.73838 -5.40460 -0.03 0.00 0.01
H -4.77176 -1.27234 -1.53923 -0.01 0.01 0.03
H -5.73307 -1.77066 0.68248 0.02 0.02 -0.01
H -4.29051 -1.54102 2.71102 0.01 0.01 -0.04
H -1.93103 -0.82226 2.41406 -0.02 0.03 0.03
C 4.05979 -1.61370 -0.07269 0.07 -0.07 0.08
C 3.41821 -2.99473 -0.31493 0.08 0.04 0.01
C 4.33618 -4.10108 0.22812 0.02 0.00 -0.12
C 3.31190 -3.14658 -1.84083 -0.02 0.05 -0.01
P 1.71068 -3.04956 0.43496 -0.22 0.12 -0.34
N 1.03955 -1.56619 0.15578 0.30 -0.13 0.28
C 1.73361 -3.24621 2.29225 0.06 0.01 -0.01
C 2.05245 -4.69065 2.71576 -0.03 0.06 0.07
C 2.78168 -2.28152 2.87465 -0.02 -0.06 0.07
C 0.38417 -2.83815 2.90302 -0.03 -0.01 0.18
C 0.58368 -4.29558 -0.37642 -0.03 -0.04 0.02
C -0.71184 -4.38624 0.44956 -0.03 -0.13 -0.06
C 1.22147 -5.69332 -0.44341 -0.09 0.01 -0.07
C 0.18583 -3.82541 -1.79406 -0.03 -0.06 0.08
H 4.96555 -1.56938 -0.68149 -0.02 0.00 0.05
H 4.35539 -1.44720 0.95914 -0.01 0.00 0.00
H 3.41034 -0.79944 -0.38835 -0.03 -0.01 -0.05
H 5.28013 -4.04570 -0.31967 -0.03 0.00 0.02
H 3.92998 -5.09991 0.06804 0.01 0.02 0.01
H 4.57237 -3.98661 1.28265 -0.01 0.04 0.04
H 4.31441 -2.99493 -2.24590 -0.04 -0.01 -0.01
H 2.65969 -2.39467 -2.28892 -0.03 -0.01 0.03
H 2.98737 -4.13397 -2.15202 -0.03 -0.07 0.00
H 2.96087 -5.08586 2.26796 0.01 0.02 -0.01
H 1.23153 -5.37042 2.49035 0.03 0.03 0.03
H 2.19069 -4.70303 3.79966 -0.01 0.01 -0.03
H 3.80214 -2.53589 2.60724 0.03 -0.06 -0.01
H 2.70986 -2.34135 3.96321 0.02 0.03 -0.04
H 2.59549 -1.24638 2.57756 -0.03 -0.04 -0.01
H -0.40269 -3.56929 2.74277 0.08 0.13 0.09
H 0.04655 -1.86793 2.53422 0.05 0.01 0.00
H 0.52869 -2.74906 3.98321 -0.01 -0.01 -0.05
H -0.56014 -4.88373 1.40546 -0.03 -0.02 -0.12
H -1.42184 -4.99179 -0.11713 0.02 0.00 0.01
H -1.16990 -3.40983 0.62466 0.02 -0.01 -0.05
H 1.42591 -6.11127 0.54025 0.00 0.02 -0.03
H 2.14143 -5.71011 -1.02263 0.00 0.02 -0.05
H 0.51602 -6.36388 -0.94028 0.00 0.03 0.01
H 0.01090 -2.75101 -1.85680 0.00 -0.03 0.05
H -0.74842 -4.32963 -2.05172 0.06 0.00 -0.04
H 0.91464 -4.09731 -2.54892 0.09 0.01 -0.02
N 0.35764 1.49302 1.55861 -0.31 0.29 -0.31
C -0.47812 1.48768 2.72851 0.14 0.04 -0.19
C -1.77663 1.97627 2.61000 -0.06 0.16 -0.01
C -2.62955 1.90102 3.68947 0.19 -0.23 0.03
C -2.16012 1.26659 4.84503 -0.37 -0.11 0.40
C -0.83398 0.85647 5.00517 -0.16 -0.04 -0.24
C 0.01018 0.95676 3.91519 0.03 -0.12 0.07
S -3.33708 0.93160 6.17073 0.29 0.16 -0.21
O -2.83812 2.31333 6.62766 -0.14 -0.03 0.17
O -4.66605 0.92684 5.65907 -0.07 0.10 -0.16
O -2.89508 -0.15414 6.97731 0.18 0.00 0.02
H 0.24646 2.37062 1.05260 0.04 0.04 0.06
H 1.34346 1.42351 1.79361 0.01 -0.05 0.08
H -2.11652 2.41077 1.67496 0.04 -0.01 0.03
H -3.64979 2.26033 3.63825 0.04 -0.02 0.06
H -0.50248 0.42997 5.94357 -0.06 0.03 -0.01
H 1.03692 0.61344 3.98511 -0.03 0.04 -0.01
```
Forces are in eV/Å.

Output
- Spin multiplicity: 4
- Charge: +2
- Energy: -2885.7981 a.u.
- Expectation value of S²: 3.79
- Orbital gap (spin up / spin down): 6.21 / 5.66 eV
- Energy above the lowest of the compared OMol25 structures with the same formula, charge and spin: 0.000 eV

Mulliken population analysis, charges in e, atoms 1 to 6: number 1, Tc, carries 0.204; number 2, N, carries -0.194; number 3, C, carries 0.197; number 4, C, carries -0.709; number 5, C, carries -0.640; number 6, C, carries -0.688



Question: Among the records above, which one has the lowest energy?
Answer: C30H42N5O3PS2Tc



Question: Which of these has the lowest energy?
Answer: C30H42N5O3PS2Tc